[1]
A molecular structure, C13H15AuF6N2O8S2Si. Source: OMol25; level of theory: ωB97M-V with the def2-TZVPD basis set.

As for the HOMO energy (alpha / beta): -9.22 / -9.22 eV. Its LUMO energy (alpha / beta) is -2.72 / -2.72 eV. The total energy comes out at -3036.37631 a.u. The relative energy (zero: lowest compared OMol25 entry of this formula, charge and spin) is 116.3 kJ/mol.

```
! wB97M-V def2-TZVPD RIJCOSX def2/J DEFGRID3
* xyz 0 1
Au -0.67590 0.22006 -0.35471
F -4.23204 1.57657 3.51011
C -3.15788 1.64749 2.75457
F -2.62663 2.86540 2.83202
F -2.25269 0.75321 3.16054
S -3.57700 1.33558 1.00327
O -2.25647 1.49166 0.33825
O -4.52187 2.32993 0.62978
N -4.13600 -0.11458 1.08245
S -3.76506 -1.29582 0.09686
O -4.89459 -2.02701 -0.35954
O -2.80002 -0.84804 -0.89354
C -2.94161 -2.41743 1.30082
F -1.83801 -1.83160 1.77742
F -2.63105 -3.56469 0.73346
F -3.79030 -2.62656 2.30362
O 1.10385 0.07029 -1.52205
C 2.07006 -0.72352 -1.31916
C 2.02351 -2.05687 -0.90403
C 3.23461 -2.78690 -0.91803
C 3.21888 -4.11310 -0.66666
C 2.00000 -4.80297 -0.41041
C 0.82625 -4.12782 -0.36047
C 0.78383 -2.70106 -0.54302
O -0.29065 -2.05900 -0.37989
N 4.48356 -4.85458 -0.67238
O 4.44174 -6.03969 -0.39627
O 5.50772 -4.24056 -0.91705
H 3.06990 -0.32487 -1.54763
H 4.17412 -2.29510 -1.14617
H 2.03327 -5.87363 -0.26150
H -0.11066 -4.62950 -0.15148
C 2.18592 3.04039 -1.55242
Si 0.65459 3.23367 -0.52540
C 0.90632 4.58452 0.73262
C -0.81286 3.64032 -1.58377
C 0.41790 1.69116 0.57698
H 2.43216 3.98913 -2.03937
H 2.04564 2.28144 -2.32341
H 3.04176 2.74815 -0.93284
H 1.14955 5.50911 0.19700
H 1.72759 4.36384 1.42258
H -0.00416 4.75115 1.31743
H -0.76309 4.68982 -1.88407
H -1.74330 3.47777 -1.03744
H -0.84127 3.02012 -2.48761
H -0.22004 1.84318 1.45271
H 1.35045 1.20095 0.86786
*
```

[2]
A molecular structure, C15H31F5HgOP2Te at a distorted geometry. Source: OMol25; level of theory: ωB97M-V with the def2-TZVPD basis set.

As for the HOMO energy (alpha / beta): -6.52 / -6.53 eV. Its LUMO energy (alpha / beta) is -1.22 / -1.22 eV. The total energy comes out at -2268.65006 a.u. The relative energy (zero: lowest compared OMol25 entry of this formula, charge and spin) is 0.0 kJ/mol.

```
! wB97M-V def2-TZVPD RIJCOSX def2/J DEFGRID3
* xyz 0 1
P -1.71226 -1.25989 -0.78887
P 1.37030 1.51353 1.61738
C -0.17740 -0.19403 -0.15281
C 0.57669 -0.12354 1.20878
H 0.13922 0.59716 -0.85929
H 0.36389 -1.02259 -0.64131
H -0.08383 -0.40852 2.04063
H 1.42355 -0.82044 1.21060
C 2.73412 1.93168 0.50421
H 2.87966 3.01618 0.62602
H 2.40360 1.75467 -0.52914
H 3.66883 1.38795 0.71792
C 1.92617 1.33631 3.32296
H 2.86342 0.76243 3.36832
H 1.14543 0.83080 3.90830
H 2.05444 2.34351 3.74192
C -2.92627 -0.55658 -2.01864
H -3.78831 -0.10276 -1.51487
H -3.30551 -1.32155 -2.71176
H -2.49195 0.23682 -2.64876
C -2.33720 -2.21297 0.58921
H -1.57541 -2.23607 1.39629
H -2.59115 -3.24266 0.25232
H -3.25058 -1.68802 0.93692
Hg -1.96348 1.25218 0.04039
C 2.01234 -2.00417 -0.92801
C 2.24961 -0.87211 -1.62922
C 2.08742 -0.78438 -3.11563
C 0.90179 -1.60810 -3.67834
C -0.35639 -1.42971 -2.94035
C -0.89904 -2.37923 -1.95354
C 0.03490 -3.50811 -1.42007
C 1.55944 -3.32481 -1.45996
C -3.28541 2.47809 1.17420
H 2.23166 -2.06839 0.14540
H 2.71325 -0.00690 -1.14201
H 3.00934 -1.07437 -3.64503
H 1.93480 0.27166 -3.37191
H 0.70623 -1.22636 -4.69154
H 1.19557 -2.65552 -3.82071
H -1.05428 -0.73298 -3.41718
H -1.81898 -2.92151 -2.28357
H -0.20137 -4.34265 -2.08688
H -0.26563 -3.84215 -0.41846
H 1.96999 -4.10163 -0.79307
H 1.96168 -3.57504 -2.44841
H -3.02815 2.32233 2.23550
H -4.35613 2.25094 1.02615
H -3.08105 3.52761 0.92157
F -0.11631 6.37027 3.44120
Te -0.58474 4.45403 3.67207
F 1.27229 4.08716 4.26304
F -1.03306 2.62926 4.27367
F -0.83030 4.90931 5.50003
F -2.51797 4.86316 3.50675
O 0.24253 2.52065 1.46762
*
```

[3]
2 unconnected molecules or ions with the total composition C3H5O3 at a distorted geometry. Source: OMol25; level of theory: ωB97M-V with the def2-TZVPD basis set.

As for the HOMO energy (alpha / beta): -14.08 / -14.08 eV. Its LUMO energy (alpha / beta) is -6.22 / -6.22 eV. The total energy comes out at -342.40838 a.u. The relative energy (zero: lowest compared OMol25 entry of this formula, charge and spin) is 785.0 kJ/mol.

```
! wB97M-V def2-TZVPD RIJCOSX def2/J DEFGRID3
* xyz 1 1
C -1.43110 -1.00495 -0.21449
C -0.28233 -1.00403 0.48197
C 1.62928 0.94434 -0.22000
O -1.84827 0.18696 -0.50968
O -1.05162 1.16906 0.13390
O -0.05514 0.42539 0.71721
H -2.14344 -1.82079 -0.65737
H 0.18915 -1.67695 1.10556
H 2.09412 0.17196 0.32224
H 1.36304 0.52587 -1.19600
H 1.53629 2.08313 0.03666
*
```

[4]
A molecular structure, C6H9F3N3 at a distorted geometry. Source: OMol25; level of theory: ωB97M-V with the def2-TZVPD basis set.

As for the HOMO energy (alpha / beta): -13.39 / -13.39 eV. Its LUMO energy (alpha / beta) is -4.83 / -4.83 eV. The total energy comes out at -697.48667 a.u. The relative energy (zero: lowest compared OMol25 entry of this formula, charge and spin) is 360.8 kJ/mol.

```
! wB97M-V def2-TZVPD RIJCOSX def2/J DEFGRID3
* xyz 1 1
C -1.53209 0.25986 0.32557
C 0.75378 0.05289 0.18264
C 2.04284 -0.60365 0.32723
C 1.71006 2.22915 -0.47137
C -0.63163 -2.03292 0.16677
C -3.00768 -0.03261 0.07111
N -0.55468 1.86558 -0.10112
N 0.60282 1.37371 -0.07091
N -0.44515 -0.54755 0.27304
F -3.74129 0.98624 0.53637
F -3.04015 -0.15819 -1.29977
F -3.38296 -1.16086 0.61433
H 2.18397 -1.43932 1.03674
H 2.23767 -1.05587 -0.63531
H 2.87605 0.14312 0.60589
H 2.21544 2.61948 0.39954
H 2.59892 1.72591 -1.03938
H 1.32643 2.92820 -1.27870
H 0.28966 -2.41637 -0.36911
H -0.95113 -2.57425 1.10850
H -1.55090 -2.16253 -0.38207
*
```